{
  "formula": "C6H7N",
  "method": "ωB97M-V/def2-TZVPD",
  "gap_ha": 0.393,
  "relative_energy_kj_mol": 79.8,
  "homo_energy_ev": -9.8,
  "species": ["N", "C", "C", "C", "C", "C", "C", "H", "H", "H", "H", "H", "H", "H"],
  "positions_angstrom": [[-0.5078, 3.1293, -0.7913], [-0.4082, 2.0920, -0.2882], [-0.2779, 0.7706, 0.3306], [1.1735, 0.2223, 0.3241], [0.9503, -1.2653, 0.2007], [-0.2949, -1.5580, -0.1658], [-1.1389, -0.3217, -0.3569], [-0.6059, 0.8589, 1.3725], [1.7440, 0.6056, -0.5321], [1.7173, 0.5129, 1.2288], [1.7440, -1.9896, 0.3587], [-0.6758, -2.5576, -0.3534], [-1.2863, -0.1061, -1.4235], [-2.1333, -0.3932, 0.0958]],
  "lowdin_charge": [0.144, -0.197, -0.297, -0.144, -0.094, -0.095, -0.144, 0.149, 0.121, 0.115, 0.103, 0.103, 0.121, 0.115]
}

---

{
  "formula": "C3H4FN",
  "method": "ωB97M-V/def2-TZVPD",
  "gap_ha": [0.231, 0.273],
  "relative_energy_kj_mol": 321.1,
  "s_squared": 2.0053,
  "spin_multiplicity": 3,
  "homo_energy_ev": [-5.4, -12.6],
  "species": ["C", "C", "C", "N", "F", "H", "H", "H", "H"],
  "positions_angstrom": [[-1.4005, -0.4570, 0.3733], [0.9591, -0.1706, -0.2239], [-0.3122, 0.5200, 0.1685], [-2.1561, -1.2421, 0.6728], [-0.7341, 1.2775, -0.9555], [1.5461, -0.6996, 0.5597], [1.5849, 0.5334, -0.7980], [0.6413, -0.9653, -0.8272], [-0.1285, 1.2037, 1.0304]],
  "lowdin_charge": [-0.124, -0.052, -0.397, 0.225, -0.063, 0.105, 0.100, 0.055, 0.152]
}

---

{
  "formula": "CH4NO",
  "method": "ωB97M-V/def2-TZVPD",
  "gap_ha": [0.402, 0.296],
  "relative_energy_kj_mol": 0.0,
  "s_squared": 0.7536,
  "spin_multiplicity": 2,
  "homo_energy_ev": [-9.8, -9.6],
  "species": ["N", "C", "O", "H", "H", "H", "H"],
  "positions_angstrom": [[-0.5012, 0.7550, -0.2292], [0.1717, -0.4772, 0.3015], [1.2969, -0.8144, -0.4110], [-0.1187, 1.5988, -0.1158], [-0.6756, 0.5268, -1.1520], [0.2844, -0.3282, 1.3671], [-0.4574, -1.2609, 0.2393]],
  "lowdin_charge": [0.055, -0.337, 0.043, 0.005, 0.031, 0.121, 0.083]
}